Density functional theory data (ωB97M-V/def2-TZVPD) for a molecular structure, C26H54B2BrCl30I3NO7P2 at a distorted geometry.

Each line ends with the Mulliken charge.
Geometry (Å):
C 0.97 4.28 3.70  -0.787
C -0.53 3.82 3.90  0.136
O -1.34 4.45 2.92  -0.434
C -2.46 3.63 2.54  -0.697
C -2.42 3.44 0.99  0.226
O -2.45 2.07 0.59  0.089
C -1.28 1.44 1.12  -1.630
C -0.63 0.43 0.10  1.971
C -0.87 0.81 -1.40  -1.707
I -0.26 2.89 -1.85  -0.130
C -0.32 -0.22 -2.45  -0.097
C 0.61 0.39 -3.56  -1.791
I -2.05 -1.00 -3.58  0.201
O -1.44 -0.73 0.36  -0.846
B -0.70 -1.99 0.55  0.493
B -0.89 -2.83 1.99  0.309
O -0.76 -4.27 2.04  -0.199
O -1.14 -2.22 3.28  -0.248
C -0.40 -2.94 4.28  -0.494
P -1.34 -3.24 -0.85  0.191
O -0.19 -4.52 -0.99  -0.545
Br -3.36 -4.10 -0.14  -0.395
O 0.71 -1.53 0.38  -0.592
C 0.79 -0.17 0.54  -0.482
I 1.23 0.23 2.68  0.152
P 2.37 0.44 -0.29  1.592
N 2.87 -0.67 -1.35  -0.652
H 1.40 4.60 4.67  0.221
H 1.04 5.15 3.02  0.322
H 1.58 3.47 3.25  0.000
H -0.52 2.71 3.83  -0.033
H -0.82 4.12 4.93  0.381
H -3.37 4.22 2.83  0.326
H -2.50 2.69 3.11  0.369
H -3.27 3.98 0.52  0.005
H -1.51 3.96 0.62  0.118
H -1.59 0.90 2.03  0.344
H -0.52 2.23 1.32  0.688
H -1.97 0.84 -1.53  0.935
H 0.18 -1.11 -2.01  0.355
H 0.05 1.06 -4.25  0.409
H 1.53 0.85 -3.16  0.296
H 0.91 -0.48 -4.19  0.672
H 0.10 -4.53 1.70  0.208
H -0.88 -3.89 4.56  -0.024
H -0.33 -2.33 5.21  0.208
H 0.62 -3.21 3.92  0.280
H -0.68 -5.19 -1.46  0.311
H 3.37 0.55 0.74  -0.761
H 2.19 1.72 -0.88  -0.103
H 2.93 -0.25 -2.28  0.143
C 3.37 1.83 6.03  -0.320
Cl 1.75 1.21 5.66  -0.193
Cl 4.20 2.39 4.57  0.021
H 3.28 2.66 6.72  0.195
H 3.95 1.03 6.48  0.191
C 4.50 2.34 10.09  -0.277
Cl 2.88 1.73 9.75  -0.136
Cl 5.29 2.93 8.62  -0.112
H 4.43 3.15 10.80  0.290
H 5.10 1.53 10.51  0.259
C -2.34 -6.94 2.67  1.246
Cl -3.71 -7.74 1.90  -0.201
Cl -1.00 -8.07 2.95  -0.208
H -1.99 -6.13 2.03  -0.387
H -2.66 -6.53 3.63  -0.478
C 6.19 -0.50 0.46  -0.336
Cl 5.30 0.58 1.53  -0.033
Cl 7.60 0.31 -0.25  -0.233
H 6.53 -1.36 1.03  0.319
H 5.53 -0.82 -0.35  0.292
C -3.62 4.89 -2.33  1.270
Cl -4.27 5.39 -3.90  -0.209
Cl -3.49 6.27 -1.23  -0.191
H -4.28 4.15 -1.89  -0.685
H -2.63 4.47 -2.48  -0.293
C 2.87 0.05 -6.90  -0.373
Cl 4.34 -0.22 -7.86  -0.156
Cl 3.25 0.31 -5.20  -0.130
H 2.36 0.93 -7.29  0.406
H 2.24 -0.82 -6.99  0.252
C 2.40 -2.53 -10.17  -0.284
Cl 1.51 -1.39 -9.16  -0.122
Cl 3.85 -1.79 -10.86  -0.143
H 2.69 -3.38 -9.57  0.252
H 1.75 -2.85 -10.98  0.299
C -4.61 -2.72 -6.81  -0.281
Cl -3.32 -3.81 -7.35  -0.185
Cl -4.59 -2.54 -5.05  -0.081
H -4.46 -1.75 -7.27  0.301
H -5.56 -3.13 -7.11  0.190
C 7.12 4.40 2.88  -0.369
Cl 5.71 3.66 2.13  -0.070
Cl 8.44 3.24 3.06  -0.136
H 7.46 5.23 2.26  0.338
H 6.84 4.77 3.86  0.236
C -8.01 -0.86 -6.03  0.197
Cl -8.19 -2.44 -6.81  -0.189
Cl -6.37 -0.19 -6.23  -0.163
H -8.72 -0.17 -6.48  -0.142
H -8.21 -0.97 -4.97  0.294
C -3.74 -6.09 6.57  -0.362
Cl -2.99 -4.89 5.52  -0.068
Cl -2.54 -6.98 7.50  -0.167
H -4.42 -5.59 7.25  0.309
H -4.30 -6.79 5.95  0.276
C -11.62 1.28 -6.99  -0.267
Cl -10.54 2.55 -6.39  -0.143
Cl -10.72 -0.16 -7.47  -0.130
H -12.32 1.01 -6.20  0.266
H -12.16 1.66 -7.85  0.285
C -6.77 2.67 -0.07  -0.405
Cl -5.30 2.42 -1.00  -0.050
Cl -6.42 2.92 1.65  -0.153
H -7.29 3.55 -0.45  0.281
H -7.41 1.80 -0.17  0.300
C 9.52 -1.59 -2.60  0.045
Cl 8.10 -2.34 -3.34  -0.141
Cl 10.84 -2.76 -2.42  -0.179
H 9.86 -0.78 -3.23  0.279
H 9.25 -1.22 -1.62  -0.005
C 7.47 -0.11 4.92  0.143
Cl 6.58 0.20 6.41  -0.126
Cl 9.19 0.21 5.12  -0.172
H 7.33 -1.16 4.64  0.296
H 7.08 0.53 4.13  -0.150

Total charge   -1
HOMO energy   -4.059 eV
Orbital gap   0.205 Ha